(1)
69
Properties=species:S:1:pos:R:3:nbo_charge:R:1 method="wB97M-V/def2-TZVPD" homo_lumo_gap_ev=8.8 charge=0 e_lumo_ev=-1.19 e_above_lowest_ev=1.290 e_tot_ev=-65140.8307 smiles="O=C1c2ccccc2C(=O)c2ccccc21.O=C1c2ccccc2C(=O)c2ccccc21.C[C@H](F)CN(CN)S(=O)(=O)F"
O -5.21825 0.95627 0.12200 -0.522
C -4.20568 1.22153 0.74135 0.547
C -2.87035 0.91994 0.17099 -0.153
C -2.77815 0.34674 -1.09523 -0.152
C -1.53262 0.09646 -1.65417 -0.190
C -0.37453 0.41870 -0.95181 -0.193
C -0.46157 0.97404 0.31703 -0.175
C -1.70930 1.22080 0.88487 -0.063
C -1.79069 1.79762 2.24764 0.520
O -0.77873 2.00956 2.89194 -0.546
C -3.12445 2.11807 2.81008 -0.059
C -3.21524 2.69394 4.07543 -0.175
C -4.45661 3.02791 4.59765 -0.194
C -5.61206 2.78887 3.85876 -0.191
C -5.52714 2.20249 2.60359 -0.151
C -4.28367 1.86047 2.07736 -0.147
H -3.67667 0.09978 -1.64662 0.239
H -1.46223 -0.34577 -2.64161 0.235
H 0.59685 0.23425 -1.39461 0.221
H 0.44176 1.21852 0.86202 0.234
H -2.31855 2.88583 4.65121 0.234
H -4.52482 3.47920 5.58023 0.220
H -6.57995 3.05867 4.26381 0.220
H -6.42889 2.01555 2.03395 0.240
O -0.42437 -1.68074 -5.10147 -0.540
C -0.03280 -1.98617 -6.21301 0.521
C 1.19696 -2.79720 -6.38333 -0.062
C 1.89570 -3.22938 -5.25832 -0.182
C 3.02547 -4.02123 -5.40627 -0.190
C 3.46164 -4.38604 -6.67710 -0.191
C 2.77845 -3.94359 -7.80103 -0.151
C 1.64795 -3.14314 -7.65794 -0.148
C 0.93604 -2.66138 -8.86615 0.548
O 1.35981 -2.91774 -9.97707 -0.521
C -0.30458 -1.86773 -8.69554 -0.152
C -1.00411 -1.43855 -9.82100 -0.151
C -2.18390 -0.72326 -9.67265 -0.191
C -2.67018 -0.43411 -8.40054 -0.193
C -1.96896 -0.84776 -7.27661 -0.173
C -0.78119 -1.56142 -7.42022 -0.058
H 1.55650 -2.95229 -4.26807 0.238
H 3.56510 -4.36006 -4.53006 0.220
H 4.33670 -5.01453 -6.79056 0.220
H 3.12370 -4.22514 -8.78798 0.240
H -0.63157 -1.66557 -10.81203 0.240
H -2.72857 -0.39364 -10.54921 0.220
H -3.59628 0.11634 -8.28636 0.220
H -2.34958 -0.61767 -6.28934 0.236
C 2.16488 0.40642 4.84617 -0.661
C 2.65988 1.80597 5.30155 0.192
F 3.94901 2.07390 4.79588 -0.375
C 2.56398 2.09464 6.83103 -0.277
N 2.81824 0.91749 7.69895 -0.655
C 4.21935 0.42053 7.62751 -0.089
N 4.20335 -1.07087 7.46006 -0.818
S 2.37855 1.33145 9.29641 2.406
O 2.78722 2.73885 9.55463 -0.895
O 2.97392 0.43803 10.30800 -0.864
F 0.75009 1.26154 9.43997 -0.457
H 2.70595 -0.44493 5.32792 0.208
H 2.36586 0.29149 3.74818 0.232
H 1.05933 0.27226 4.94957 0.239
H 1.99891 2.55742 4.79991 0.190
H 1.53849 2.47650 7.07513 0.232
H 3.25081 2.95807 7.04182 0.233
H 4.80248 0.60585 8.56464 0.219
H 4.80549 0.88388 6.79905 0.221
H 4.45874 -1.22643 6.48550 0.354
H 3.22906 -1.33948 7.58413 0.367

(2)
13
Properties=species:S:1:pos:R:3:nbo_charge:R:1 method="wB97M-V/def2-TZVPD" homo_lumo_gap_ev=11.5 charge=0 e_lumo_ev=0.11 e_above_lowest_ev=2.047 e_tot_ev=-9271.4548
H 1.89744 0.40237 -1.75334 0.356
N 1.43332 -0.36688 -1.27594 -0.566
C 1.30885 -0.12285 -0.04489 0.466
C 1.76499 1.11436 0.59842 0.171
N 2.11357 2.10878 1.07547 -0.258
O 0.59654 -0.93495 0.75519 -0.496
C -0.75347 -0.41981 0.85306 -0.077
C -1.46429 -0.32997 -0.50198 -0.658
H -1.24642 -1.11025 1.53531 0.209
H -0.70716 0.56265 1.33904 0.178
H -0.79995 -0.01720 -1.31550 0.235
H -1.87436 -1.29510 -0.81074 0.220
H -2.26907 0.40885 -0.45410 0.220

- Look up the charge of the second one.
  0

- Look up the charge of the second one.
  0